No. 1
C5H3N3 | ωB97M-V/def2-TZVPD

Positions of all 11 atoms, in Å:
N -2.644 0.700 1.096
C 0.283 -1.202 1.047
N 0.746 -0.251 -1.826
C 0.673 1.804 -0.821
H 0.489 -1.243 -1.775
H 1.265 -1.564 0.752
C 0.354 0.389 -0.773
C -1.598 0.305 0.784
N 0.933 2.937 -0.798
H -0.166 -1.668 1.922
C -0.334 -0.206 0.393

Summary:
Relative energy (zero: lowest compared OMol25 entry of this formula, charge and spin), kcal/mol: 29.3
Charge: 0
LUMO level, eV: -0.9267
HOMO, eV: -11.161

---

No. 2
CH6NPS | ωB97M-V/def2-TZVPD

Positions of all 10 atoms, in Å:
P 0.603 2.215 -0.406
H -1.774 0.394 1.204
N 1.000 -0.299 1.089
H 1.319 -1.294 0.933
H -0.837 -1.638 -1.164
H 0.930 0.019 2.028
S -0.071 0.306 0.027
H 0.221 1.866 -1.792
C -0.045 -0.837 -1.237
H -0.272 -0.523 -2.203

Summary:
Relative energy (zero: lowest compared OMol25 entry of this formula, charge and spin), kcal/mol: 171.8
Charge: 0
LUMO level (alpha / beta), eV: -1.0078 / -1.4737
HOMO (alpha / beta), eV: -7.765 / -7.523

---

No. 3
C49H59N7O2P2SSi2Zr | ωB97M-V/def2-TZVPD

Positions of all 123 atoms, in Å:
H 3.240 1.834 -5.500
H -1.006 -2.514 -5.382
C 1.818 -3.397 -2.412
C -3.978 -3.121 0.655
H 5.757 -1.620 -1.244
C 3.689 -1.281 -0.794
C -0.639 3.115 -2.185
H -3.579 -2.482 -2.206
H 0.467 7.325 1.438
H 2.111 1.350 2.188
H -2.665 -3.071 -5.176
C 3.942 -0.906 2.676
C 1.167 1.278 -5.776
C -0.971 4.289 1.060
H 0.451 -3.902 -0.373
H 3.655 3.976 -0.304
C 2.563 2.150 -0.543
H -2.529 -0.961 -0.430
H -0.454 3.299 -1.134
C 4.931 0.849 -0.368
H -4.509 -3.748 -0.061
C 2.307 1.180 -3.697
H 3.198 1.299 -3.092
C 4.028 -2.462 4.970
C -0.640 -2.665 3.333
C 5.162 -1.298 3.197
H -0.315 -3.177 2.437
C -3.103 1.626 -0.982
C 0.062 3.483 1.545
C 0.037 0.802 -5.149
C -1.739 1.414 2.471
H -5.097 0.726 4.246
C 3.735 0.166 -0.580
C -3.536 2.153 3.893
H -4.023 -1.052 2.922
N 2.558 0.820 -0.640
H -3.207 3.526 -3.604
P -0.194 1.694 1.580
C 2.757 -1.294 3.296
H -0.998 4.050 -2.621
H -1.682 -0.840 6.569
C -1.398 -1.345 5.655
H -4.665 -1.725 -3.354
H 4.060 -3.062 5.869
H -0.872 0.637 -5.708
C -0.514 -3.444 -0.261
H -4.043 -3.580 1.640
H 1.154 1.501 -6.835
H -4.453 -2.144 0.682
H 2.118 -5.397 -2.207
H 0.316 2.897 -2.660
H 5.844 2.772 -0.112
Zr 0.605 -0.474 -1.324
H -3.905 -0.997 -5.765
H -2.681 1.143 -0.105
C -1.648 -3.980 0.259
C 4.927 -2.115 -0.742
C -1.069 0.084 -2.920
O -0.203 1.007 0.223
C 1.233 4.079 2.008
H 2.287 5.912 2.331
C 0.352 6.250 1.466
N 1.585 -4.695 -2.700
C -0.824 5.664 1.016
Si -2.357 -1.026 -3.861
H -2.574 2.412 -4.812
H -3.999 1.979 -3.866
H -1.853 -4.972 0.625
C -2.019 -1.897 -0.276
H 1.602 2.639 -0.634
H 1.887 -2.370 4.942
H 5.213 -2.325 0.292
H -3.386 2.645 -0.699
Si -1.926 1.738 -2.466
C 0.056 0.537 -3.775
C 1.157 1.028 2.616
H -0.008 0.176 5.088
C 2.334 1.475 -5.035
C -2.334 2.405 3.248
H -1.895 3.832 0.724
H 6.158 -2.403 4.744
H -1.866 3.374 3.353
H -1.630 6.278 0.638
C -1.802 -2.651 -4.651
H 5.859 0.301 -0.300
C -2.349 0.164 2.361
S 1.279 -2.164 -3.479
P 1.192 -0.800 2.544
C -1.969 -2.569 5.332
O 1.039 -1.205 1.108
H -2.706 0.240 -6.074
N -0.761 -2.134 -0.617
H -4.017 0.548 -4.943
H -3.992 2.924 4.500
C -3.548 -0.082 3.004
C -4.147 0.915 3.763
H -2.703 -3.012 5.992
N 2.535 -1.765 -1.099
N 1.203 0.740 -3.073
C -0.089 -1.425 3.642
H 2.041 3.487 2.418
C 3.710 2.898 -0.358
C 5.205 -2.084 4.342
N -2.590 -2.979 0.260
C 4.921 2.227 -0.259
H -1.462 -3.382 -3.921
H -2.009 -4.201 3.938
C -3.793 -1.544 -2.721
H 1.085 1.407 3.635
H 6.082 -0.987 2.718
H 4.732 -3.063 -1.232
C 1.375 5.457 1.965
H -4.029 1.116 -1.256
H 3.901 -0.289 1.790
N 2.467 -3.105 -1.315
C 2.803 -2.070 4.450
C -1.585 -3.232 4.173
C -3.315 -0.211 -5.289
C -0.455 -0.773 4.817
H -4.085 -0.785 -1.992
H -1.870 -0.606 1.771
C -3.028 2.471 -3.820
H 1.336 -4.904 -3.653

Summary:
Relative energy (zero: lowest compared OMol25 entry of this formula, charge and spin), kcal/mol: 16.0
Charge: +2
LUMO level, eV: -5.3803
HOMO, eV: -12.379

---

No. 4
C54H42O19 | ωB97M-V/def2-TZVPD

Positions of all 115 atoms, in Å:
C -3.429 1.567 -2.151
C -2.316 -1.645 0.261
C 5.053 3.517 -2.150
H 8.953 -3.323 10.317
C -4.816 0.542 -3.998
C 5.616 -3.175 9.438
H -6.916 -1.915 0.635
C 3.463 0.785 0.538
H 3.464 -3.842 7.803
H -4.820 -1.994 -0.618
O 2.616 -0.542 4.902
C 7.354 10.325 -1.066
C -5.257 1.753 -4.339
O 3.526 3.066 1.109
C 2.054 -4.373 6.208
C 6.912 9.117 -1.795
H -7.283 -3.178 1.901
O -4.723 -2.152 2.773
H -8.388 -1.454 -7.902
O 1.180 -8.601 -2.922
C 3.456 3.106 -4.066
C -0.887 -8.002 -1.973
C 4.541 5.284 -3.771
C 5.559 -1.737 9.101
C 2.939 2.003 1.191
H -0.925 -8.947 -1.445
C -3.871 2.779 -2.491
C -9.997 0.368 -4.804
H -5.128 -0.354 -4.521
O -3.172 -1.030 1.290
C 1.030 0.717 2.033
H 4.391 0.893 -0.009
H -2.312 -1.144 -0.774
C -4.525 -2.659 0.257
C 5.968 9.304 -2.917
H 5.553 3.125 -1.273
C -0.595 -5.572 -3.449
H -2.727 -7.242 -1.246
O 3.982 1.448 -2.481
C 7.938 -1.503 9.650
C 1.556 -0.501 1.380
C -3.869 0.357 -2.878
C -5.641 -3.786 0.456
C -10.759 -0.683 -5.512
C 2.448 -1.684 5.292
C 1.542 -2.611 4.582
H 5.891 5.462 -2.059
C -1.780 -5.806 -2.596
H -2.755 -3.414 -1.135
O 8.921 -0.794 9.741
H 4.839 10.672 -4.076
H 0.102 0.608 2.581
H -10.489 0.835 -3.960
O 0.968 -1.566 1.461
H 3.191 -1.280 0.152
H 6.615 0.094 8.955
C 0.371 -6.485 -3.556
O 5.574 12.832 -2.841
H -2.555 -3.737 0.732
C -8.770 0.715 -5.192
H 8.045 10.170 -0.247
C 4.150 2.591 -2.865
O -5.219 4.068 -3.924
C 2.820 -0.379 0.625
C 0.298 -7.769 -2.825
C 6.915 -3.718 9.891
C -8.119 0.064 -6.350
H -5.951 1.905 -5.156
C 2.962 -3.446 6.921
O -11.877 -1.000 -5.156
C 3.142 -2.194 6.493
C -8.880 -0.987 -7.057
O 4.708 6.426 -4.155
C 6.639 -0.960 9.199
H -5.333 -4.466 1.334
H -5.693 -4.452 -0.464
C -7.044 -3.049 0.781
H 7.228 12.433 -0.883
C 7.994 -2.941 9.988
H -2.735 1.414 -1.333
C 5.531 10.517 -3.258
H -10.679 -2.101 -7.176
C -10.108 -1.334 -6.669
O 7.311 8.010 -1.482
C 5.234 4.769 -2.571
C 6.916 11.538 -1.406
H -8.199 1.482 -4.685
H -0.557 -4.627 -3.976
C 1.360 -3.861 5.007
O 4.632 -3.890 9.349
C -4.227 -1.948 1.658
H 0.701 -4.553 4.498
H 1.303 2.782 2.419
O -2.663 -4.973 -2.499
C -4.818 2.963 -3.611
H 1.042 -2.219 3.705
H 1.245 -6.332 -4.176
C 1.673 1.881 1.946
H 3.137 4.751 -5.363
H -3.559 3.675 -1.968
C 5.972 11.725 -2.529
H 6.938 -4.773 10.135
C -1.852 -7.089 -1.866
O -6.998 0.381 -6.708
H 2.799 2.414 -4.578
H -1.259 -1.683 0.729
O -8.116 -3.521 -0.064
H -8.759 -2.801 -0.254
H 3.799 -1.501 6.998
H 4.602 -1.355 8.774
O 1.886 -5.513 6.596
C 3.637 4.358 -4.487
C -3.020 -3.077 -0.082
O -3.467 -0.749 -2.566
H 5.656 8.408 -3.440

Summary:
Charge: 0
LUMO level, eV: -1.8937
HOMO, eV: -9.848

---

No. 5
H9O5 | ωB97M-V/def2-TZVPD

Positions of all 14 atoms, in Å:
H 0.263 2.298 -0.317
H -0.020 0.028 -2.746
H 1.742 -0.003 2.538
H 2.096 -0.402 1.153
H -0.979 -1.455 0.034
O -1.088 0.084 0.842
H -0.766 1.046 -1.891
H -1.603 0.897 0.872
H 0.065 0.920 0.397
O 2.164 -0.727 2.058
O -1.329 -2.264 -0.416
O -0.430 0.895 -2.778
H -0.905 -2.972 0.092
O 0.789 1.656 0.160

Summary:
Relative energy (zero: lowest compared OMol25 entry of this formula, charge and spin), kcal/mol: 20.1
Charge: -1
LUMO level, eV: 4.2095
HOMO, eV: -4.530

---

No. 6
C3H6N4O | ωB97M-V/def2-TZVPD

Positions of all 14 atoms, in Å:
H 2.403 -0.357 -1.188
H 1.579 -0.561 0.719
N 0.215 1.154 -0.924
N -1.126 1.199 1.046
H -0.013 -1.840 1.085
H -0.917 2.743 -0.430
H 0.159 1.443 -1.889
O 0.442 -1.292 -0.985
H 2.317 -2.267 -0.162
C 1.759 -1.081 -0.375
N -0.477 -1.056 1.590
C -0.599 -0.075 0.781
N -0.380 -0.229 -0.690
C -0.610 1.773 0.027

Summary:
Relative energy (zero: lowest compared OMol25 entry of this formula, charge and spin), kcal/mol: 140.8
Charge: 0
LUMO level, eV: 0.6367
HOMO, eV: -9.423

---

No. 7
C5H7N2S | ωB97M-V/def2-TZVPD

Positions of all 15 atoms, in Å:
C 0.433 1.623 0.330
S 2.137 -0.633 0.273
C -1.686 -1.414 -0.028
N -0.420 -1.947 -0.012
C 1.713 1.024 -0.340
H 0.566 2.016 1.370
C 0.636 -1.273 0.086
H -2.454 -2.165 -0.038
N -0.435 0.490 0.258
H 0.001 2.341 -0.249
C -1.604 0.024 0.152
H 1.402 0.684 -1.388
H -0.405 -2.903 -0.152
H 2.626 1.558 -0.165
H -2.512 0.575 -0.099

Summary:
Relative energy (zero: lowest compared OMol25 entry of this formula, charge and spin), kcal/mol: 97.4
Charge: +1
LUMO level (alpha / beta), eV: -4.8423 / -4.8418
HOMO (alpha / beta), eV: -12.185 / -12.185

---

No. 8
C23H29N8O4S2SeTi | ωB97M-V/def2-TZVPD

Positions of all 68 atoms, in Å:
C -2.660 0.084 1.175
N 2.378 -0.128 3.954
N 1.118 2.042 -1.583
C -2.092 -2.964 -0.494
H -2.259 1.838 3.962
C -3.019 -0.516 6.278
H -4.972 0.842 -1.765
H 0.689 2.039 0.378
H 0.953 2.454 -4.716
N 0.272 1.695 -0.501
H 1.304 -5.479 -0.392
H -4.386 0.175 2.440
H -2.075 -2.420 3.636
C -2.989 0.408 -1.095
H -2.595 -2.245 -1.131
H -2.872 -2.637 5.974
H 1.990 1.526 -1.610
N 0.472 -0.630 2.864
N -0.454 -0.301 1.902
H -2.532 0.465 -2.076
H 2.009 -3.252 -0.481
O 2.947 -0.134 -2.756
C -2.746 -1.656 5.533
O 2.330 -2.731 -2.174
C 1.372 0.294 3.110
H 3.832 -3.851 1.745
O 1.922 -0.860 -0.333
C -4.861 0.522 0.366
H 3.041 -5.316 -0.718
C -0.251 -3.655 0.844
H -3.689 -4.380 -0.736
C -2.726 -4.181 -0.279
H -3.360 -0.608 7.302
Ti -0.074 -0.552 -0.191
H 1.316 -4.126 2.259
C -1.683 -0.169 2.252
C -2.850 0.740 5.714
H 3.431 -2.217 1.136
H -3.051 1.628 6.298
C -2.133 -5.138 0.529
C -2.414 0.861 4.402
S 1.407 1.917 2.555
S -1.039 2.909 -2.878
C -4.344 0.617 -0.915
C 2.262 -5.186 0.028
H 2.145 -0.908 4.548
Se 1.971 -1.164 -2.003
C -2.143 -0.280 3.657
H 4.244 -3.382 0.071
H -0.589 2.222 -0.682
N -2.171 0.138 -0.078
C 3.524 -3.268 0.878
C 1.128 -3.459 1.415
N 1.377 2.290 -3.820
H 2.481 -5.783 0.912
N 2.205 -3.758 0.407
O 0.361 -0.818 -2.256
C -4.013 0.251 1.429
H -5.920 0.662 0.542
H -0.409 -5.621 1.704
H 2.882 0.622 4.398
H -2.626 -6.083 0.722
C 0.549 2.380 -2.761
C -0.890 -4.872 1.081
H 1.276 -2.432 1.749
C -0.852 -2.641 0.075
H 2.146 1.631 -3.771
C -2.303 -1.540 4.225

Summary:
Spin multiplicity: 2
Relative energy (zero: lowest compared OMol25 entry of this formula, charge and spin), kcal/mol: 0.0
Charge: 0
LUMO level (alpha / beta), eV: -0.8187 / -0.8172
HOMO (alpha / beta), eV: -7.558 / -7.572

---

No. 9
C30H64FN7O22S3 | ωB97M-V/def2-TZVPD

Positions of all 127 atoms, in Å:
O -2.665 -0.027 -3.333
C 0.761 -3.522 -4.170
O 5.253 -0.683 -1.547
C 1.068 0.788 -1.254
H -7.457 2.575 3.805
S 4.794 -1.945 -2.416
H 3.122 -5.493 -0.516
C -2.036 5.929 -0.636
O -2.671 6.907 -0.846
H -3.695 2.382 6.204
C 5.790 -1.114 -0.288
H 0.558 4.268 -0.519
H 5.010 3.461 -2.746
H 2.455 5.616 -1.833
C 3.171 4.839 -1.575
H -2.560 2.482 7.427
C 4.628 -4.587 4.905
N 3.577 -5.196 0.329
H 0.820 -4.450 -4.752
O 3.470 -2.332 -2.028
H 2.433 -2.858 -5.393
H 3.987 -0.428 3.841
H 1.543 -0.922 -7.392
H 4.882 -1.334 0.284
N 3.736 -2.423 4.353
C 2.928 -4.284 1.082
C 3.012 3.721 -2.588
H 5.496 -4.789 1.137
H 1.756 0.434 -6.274
C -4.774 1.889 -4.977
H 3.595 -2.730 3.389
S -0.234 -0.279 0.632
O 0.862 0.801 0.156
H -7.813 -1.894 1.774
N -5.437 2.713 4.038
O -0.322 2.010 6.719
H 3.100 1.994 -4.583
C -1.540 3.748 -0.127
H 2.858 4.394 -0.625
H -3.912 1.382 -6.996
O 4.948 -1.618 -3.796
N -5.880 -0.758 0.503
C -3.541 2.488 2.512
H -4.816 3.377 4.469
H 1.080 -4.770 -0.012
H -3.520 3.481 2.069
N 1.559 -2.599 -4.972
O 4.541 -2.745 6.447
O -0.099 -1.084 -4.983
H 4.639 2.668 -5.105
H -3.690 1.088 7.465
H -5.064 2.821 -5.477
C -0.861 1.426 5.802
C -0.426 4.369 -0.970
C -4.940 2.146 2.927
C -3.876 1.120 -5.944
O 3.499 -3.475 1.806
N 4.135 3.278 -3.204
N -2.209 1.151 5.824
O -5.601 1.369 2.231
O 1.895 3.323 -2.882
H 3.149 -0.709 5.453
H -3.998 0.067 0.627
C -6.858 -1.425 -0.136
O 0.145 -1.330 -0.547
H 0.891 1.173 4.493
S -2.605 1.315 -3.806
H 0.755 -4.487 1.669
C -4.708 -0.182 -0.153
H 5.115 -6.497 0.849
H 2.353 -0.898 3.881
C -8.062 -1.769 0.725
O -1.660 2.206 -3.201
H 1.236 -3.757 -3.217
H -0.433 3.909 -1.956
H 1.213 -3.186 0.662
H 6.411 -3.160 0.204
H 4.641 1.381 -3.919
O 0.044 -0.816 1.913
H 7.544 -2.270 -0.831
C -3.077 1.729 6.840
H 1.395 -1.132 -2.173
O -4.071 1.980 -3.780
C 6.490 -2.427 -0.592
C 4.993 -5.483 0.470
H -1.997 2.894 -0.622
H -2.906 2.487 3.411
H -0.633 1.209 3.664
C 4.305 -3.150 5.320
C 3.290 -1.035 4.428
H -0.273 -3.221 -4.075
H 6.419 -0.404 0.235
H 4.151 5.269 -1.374
H -6.857 1.234 4.671
H -4.967 0.684 -0.763
C -6.726 2.312 4.574
O -2.561 1.407 -5.433
H 0.590 1.648 -1.710
H 5.090 -4.666 3.927
H -4.021 0.037 -5.904
O 5.861 -2.960 -1.764
H -8.676 -2.512 0.225
H -0.123 -0.212 4.501
H -0.292 -0.773 -2.369
F -1.201 3.455 1.159
H 5.456 -5.387 -0.513
O -1.537 0.224 0.333
C 1.817 -0.648 -6.370
H -6.891 2.800 5.528
H 2.896 -0.837 -6.350
C 0.564 -0.596 -1.718
H -8.688 -0.869 0.644
H -5.995 -0.340 1.413
H 5.199 -5.108 5.675
H -4.287 -0.952 -0.800
C 1.445 -4.234 0.866
O -2.478 4.808 -0.041
C 1.002 -1.421 -5.385
O -6.804 -1.782 -1.302
H -5.764 1.454 -4.824
O -0.732 5.752 -0.980
H -3.075 1.708 1.918
C 4.092 2.267 -4.247
H 2.132 0.757 -1.477
H 3.683 -5.127 5.037
H -2.586 0.623 5.057
C -0.152 0.875 4.588

Summary:
Charge: 0
LUMO level, eV: -0.1122
HOMO, eV: -8.573

---

| no. | strongest force on any atom (eV/A) |
| --- | --- |
| 1 | 2.7 |
| 2 | 2.7 |
| 3 | 1.5 |
| 4 | 4.4 |
| 5 | 1.0 |
| 6 | 4.8 |
| 7 | 5.5 |
| 8 | 0.8 |
| 9 | 2.6 |